28
Properties=species:S:1:pos:R:3 method="wB97M-V/def2-TZVPD" e_homo_ev=-5.22 e_lumo_ev=1.537 total_charge=-1
Rh -0.83845 0.22836 0.07415
Cl 4.17535 -5.06014 -0.38171
C 2.74945 -4.10837 -0.15786
C 2.77781 -2.73543 -0.35267
Cl 4.24825 -1.96117 -0.82093
C 1.62845 -1.97715 -0.17191
Cl 1.69946 -0.25111 -0.40833
C 0.38843 -2.53511 0.21152
O -0.68848 -1.85845 0.39409
C 0.40018 -3.94681 0.40030
Cl -1.08735 -4.68053 0.86380
C 1.54359 -4.70523 0.22203
Cl 1.48716 -6.41348 0.47081
Se -2.75130 0.24550 1.38555
Se -6.04996 -1.16474 -0.30123
Te -3.71535 -1.59038 -0.06814
Se -2.35386 -0.18031 -1.70974
F -1.72656 2.74903 -2.15523
C -1.07483 3.13895 -1.04666
C -0.71902 2.23554 -0.06420
C -0.02033 2.79103 0.99751
F 0.38776 1.97353 2.00123
C 0.30847 4.12541 1.11137
F 0.98776 4.59219 2.16736
C -0.07829 4.98715 0.10432
F 0.22161 6.29010 0.17359
C -0.76878 4.48843 -0.97701
F -1.13118 5.32318 -1.96203

35
Properties=species:S:1:pos:R:3 method="wB97M-V/def2-TZVPD" e_homo_ev=-3.24 e_lumo_ev=2.286 total_charge=-1
Cl 4.71777 -2.01612 4.56948
C 3.59184 -0.75099 4.93545
C 2.31647 -1.03042 5.32617
Cl 1.77450 -2.62202 5.32002
C 1.32053 0.00965 5.59150
O 0.28085 0.04118 4.78001
C 1.93140 1.46009 5.79342
O 1.32579 2.30722 6.37915
C 3.26789 1.66666 5.17130
Cl 3.76971 3.25142 5.09662
C 4.06412 0.60636 4.77784
Cl 5.61620 0.92442 4.16327
C -3.16007 -2.79932 7.53532
C -1.73817 -2.36011 7.44238
O -1.56900 -1.07228 7.99384
B -0.39408 -0.73356 8.61230
H 0.81741 -0.18872 6.53917
O -0.21519 0.54811 9.09295
C -1.18465 1.51670 8.78199
C -1.36306 2.48902 9.90842
O -1.77691 1.56565 7.71792
O 0.49191 -1.69957 8.97804
C 1.86625 -1.64373 9.19410
C 2.25727 -2.53181 10.31972
O 2.60631 -0.98413 8.47423
O -0.84077 -2.99806 6.92159
H -3.80747 -2.11598 8.08368
H -3.54885 -2.93494 6.50557
H -3.18576 -3.79410 7.98637
H -0.86983 2.19431 10.82943
H -0.98005 3.47181 9.57710
H -2.43146 2.63240 10.07557
H 1.55101 -3.34862 10.47863
H 3.24328 -2.91529 10.12984
H 2.31604 -1.93484 11.23701

38
Properties=species:S:1:pos:R:3 method="wB97M-V/def2-TZVPD" e_homo_ev="-0.43 / -0.45" multiplicity=3 e_lumo_ev="4.617 / 4.616" total_charge=-2
Ni 0.23024 1.72437 1.17665
O -2.90203 2.20839 0.75760
S -1.83274 1.78112 -0.27735
O -2.46651 1.68692 -1.57391
O -0.71579 2.71014 -0.31007
C -1.48852 0.17794 0.37159
C -1.43428 -0.91237 -0.46801
C -1.82384 -2.15922 -0.00459
C -2.47881 -2.24581 1.24155
C -2.62505 -1.15843 2.04769
C -1.96102 0.09919 1.74926
S -0.47499 -0.15821 3.03925
O -1.12261 -0.04108 4.33026
O -0.01135 -1.51573 2.76781
O 0.61869 0.80642 2.84162
H -1.13029 -0.76896 -1.49776
H -1.71189 -3.03255 -0.62981
H -2.89379 -3.19888 1.54213
H -3.16112 -1.21906 2.98199
N 2.71892 1.68389 -3.72319
C 3.01243 0.37135 -3.48761
O 3.64687 -0.28522 -4.31327
C 2.48667 -0.18588 -2.23506
C 2.65800 -1.55451 -1.95955
C 2.16701 -2.07245 -0.78079
C 1.51993 -1.22910 0.11729
N 1.35646 0.07331 -0.13617
C 1.81981 0.57540 -1.26640
H 3.16601 2.12504 -4.50641
H 2.34807 2.26672 -2.99449
H 3.18247 -2.16523 -2.68184
H 2.28906 -3.12143 -0.54445
H 1.12101 -1.58195 1.06069
H 1.64271 1.63861 -1.37564
Cl 1.98179 2.99938 1.11734
F -1.51874 2.42253 2.61597
B -2.55322 1.60359 2.09342
F -3.65954 1.65179 2.91424

30
Properties=species:S:1:pos:R:3 method="wB97M-V/def2-TZVPD" e_homo_ev=-9.54 e_lumo_ev=-2.677 total_charge=0
O -0.42744 -1.50483 0.73075
C 0.28463 -1.38515 -0.21235
O 0.30451 -2.34092 -1.20061
C 1.21163 -0.15595 -0.45881
C 2.67136 -0.22187 -0.41190
C 3.44301 0.99271 -0.67127
N 2.80809 2.18158 -0.98620
C 1.41871 2.29027 -1.03251
C 0.56247 1.15534 -0.77885
C -0.98071 1.17952 -0.79242
C -1.68073 1.84339 0.30514
C -3.14265 1.84579 0.34132
C -3.89275 1.16844 -0.73268
C -3.17304 0.50765 -1.84343
C -1.70557 0.50557 -1.88282
H -0.25482 -3.09730 -0.92137
H 3.22178 -1.16853 -0.18725
H 4.55908 0.99669 -0.62320
H 3.34648 3.02881 -1.18997
H 0.99536 3.28486 -1.29284
H -1.10313 2.34664 1.11367
H -3.67463 2.32374 1.19218
H -5.00362 1.14991 -0.69674
H -3.75933 -0.02298 -2.63747
H -1.12837 0.01146 -2.70150
B 1.01842 -3.38500 3.51807
F 1.73592 -2.14966 3.45894
F 1.60858 -4.22955 4.49353
F -0.33568 -3.12987 3.86266
F 1.07245 -4.02080 2.23795

29
Properties=species:S:1:pos:R:3 method="wB97M-V/def2-TZVPD" e_homo_ev=-12.64 e_lumo_ev=-3.289 total_charge=+1 e_above_lowest_ev=0.261
Mg -0.64608 1.14242 -0.85910
Br -3.57114 -0.31258 0.07443
C -2.46233 0.38992 1.43598
C -2.70471 0.20815 2.78706
C -1.76813 0.71413 3.68153
C -0.63798 1.36367 3.19774
C -0.49386 1.50392 1.82070
N -1.40035 1.02650 0.97274
C 0.74189 2.12868 1.14123
O 1.66282 2.49139 1.82705
O 0.67054 2.15531 -0.13801
H -3.58613 -0.31687 3.11852
H -1.91949 0.58599 4.74457
H 0.12317 1.75860 3.85522
O -0.36015 1.20279 -2.80115
C 0.75619 0.42153 -3.18915
C 1.01999 -0.64549 -2.16121
C 1.98152 -1.63482 -2.35042
C 2.14790 -2.59772 -1.36953
C 1.35396 -2.54594 -0.23050
C 0.43555 -1.52280 -0.11743
N 0.27128 -0.60590 -1.06576
H -0.54037 1.85241 -3.49294
H 1.65230 1.05050 -3.28768
H 0.56079 -0.06038 -4.15785
H 2.58053 -1.65272 -3.24909
H 2.88395 -3.37551 -1.49111
H 1.44799 -3.28455 0.54775
H -0.19964 -1.44063 0.75641

29
Properties=species:S:1:pos:R:3 method="wB97M-V/def2-TZVPD" e_homo_ev="0.45 / 0.45" multiplicity=4 e_lumo_ev="5.594 / 5.592" total_charge=-2
C 0.48375 1.79067 1.62445
C 0.02944 2.32871 0.34544
C 1.02328 2.08218 -0.60765
H -0.89099 2.90187 0.22537
C 2.05555 1.33108 -0.03284
C 1.77454 1.14653 1.35110
H 2.42521 0.73943 2.12467
H 0.03030 1.92550 2.61138
H 1.02406 2.47263 -1.62859
H 2.95339 0.95864 -0.53563
Co -0.25312 -0.02370 1.21480
Cl -2.41294 0.20270 1.40204
C -1.25202 -1.65540 -1.29259
C 0.02329 -1.54782 -1.93557
C 0.09254 -0.27443 -2.56075
H 0.77699 -2.32742 -1.97014
C -1.12766 0.42399 -2.28581
C -1.96129 -0.42922 -1.52066
H -2.94942 -0.18297 -1.14261
H -1.62255 -2.52037 -0.72977
H 0.91639 0.10266 -3.15182
H -1.37042 1.43849 -2.59029
F 0.67310 -3.99787 3.17111
C 1.59447 -3.38629 2.37777
F 2.78432 -3.40604 3.03200
F 1.72948 -4.14595 1.26169
C 1.09815 -1.94159 2.08102
O 0.87048 -1.19175 3.05744
O 0.89213 -1.61913 0.85145

29
Properties=species:S:1:pos:R:3 method="wB97M-V/def2-TZVPD" e_homo_ev="-2.48 / -2.47" multiplicity=3 e_lumo_ev="1.853 / 2.261" total_charge=-1 e_above_lowest_ev=0.000
C 1.45755 -2.04466 2.08923
C 1.54369 -2.10717 0.66853
C 0.23679 -1.93369 0.12287
H 2.45641 -2.35139 0.11118
C -0.67065 -1.79734 1.23310
C 0.10062 -1.82161 2.45349
H -0.29362 -1.79988 3.46931
H 2.27309 -2.25625 2.78763
H -0.03198 -1.99896 -0.92150
H -1.75458 -1.78440 1.18682
V 0.71028 -0.18821 1.19932
Cl 2.68500 0.97143 1.07628
C 0.66106 2.13479 -1.96723
C -0.56372 1.47360 -2.26943
C -0.25987 0.26566 -2.95875
H -1.55757 1.87007 -2.09429
C 1.15861 0.16463 -3.06234
C 1.72739 1.32347 -2.45240
H 2.78493 1.57860 -2.41903
H 0.75695 3.11608 -1.51149
H -0.98727 -0.41727 -3.39245
H 1.70397 -0.61851 -3.58057
F -1.98556 0.41543 -0.23476
C -1.25289 0.96487 0.84483
F -0.91242 2.28097 0.46149
C -2.24745 1.10274 2.00461
F -3.17798 2.06698 1.75650
F -2.93323 -0.05609 2.21780
F -1.62758 1.44612 3.18121

27
Properties=species:S:1:pos:R:3 method="wB97M-V/def2-TZVPD" e_homo_ev="-5.07 / -5.24" multiplicity=8 e_lumo_ev="2.541 / 0.350" total_charge=-1
C -2.27302 -0.99692 -0.37431
C -1.63649 -1.19152 -1.65032
C -1.40514 0.11380 -2.22672
H -1.34583 -2.13139 -2.07047
C -1.86286 1.11100 -1.28012
C -2.41041 0.41262 -0.14643
H -2.74661 0.86532 0.76331
H -2.49716 -1.76498 0.33434
H -0.93352 0.31185 -3.16052
H -1.75590 2.17132 -1.37547
Gd -0.00383 -0.05495 -0.21819
Cl 0.16901 -2.06029 1.23959
C 2.38842 0.06965 -0.01341
C 1.99949 1.31714 -0.61842
C 1.49824 1.03184 -1.93963
H 1.97850 2.26998 -0.13144
C 1.58866 -0.39473 -2.15267
C 2.14100 -0.98943 -0.96589
H 2.25097 -2.03541 -0.77898
H 2.67643 -0.06658 1.00802
H 1.07295 1.74548 -2.60898
H 1.24679 -0.92760 -3.01074
N -0.05385 0.48111 2.05140
C -0.03748 0.05838 3.17562
N -0.01646 -0.48212 4.30866
C -0.01593 0.23802 5.43319
N -0.01597 0.89840 6.40857